(1)
Here is a cluster of 7 separate species, C7H28N2O7 in total in a non-equilibrium geometry from OMol25. Energies are from ωB97M-V with the def2-TZVPD basis set.

Calculated values
Molecular weight, g/mol: 252.308
Gap between HOMO and LUMO, eV: 10.07
Relative energy (zero: lowest compared OMol25 entry of this formula, charge and spin), kJ/mol: 546.4
Lowest unoccupied orbital energy, eV: 0.30

```
! wB97M-V def2-TZVPD RIJCOSX def2/J DEFGRID3
* xyz 0 1
N -0.467 -0.233 -0.687
C 0.568 0.317 -0.159
N 1.151 1.179 -0.969
O 0.883 -0.070 0.929
H -0.989 -0.884 -0.118
H -0.952 0.426 -1.280
H 1.683 1.750 -0.328
H 0.765 1.390 -1.878
C 0.384 -4.239 -3.166
O 0.043 -4.584 -4.460
H 1.079 -4.937 -2.700
H 0.745 -3.215 -3.261
H -0.483 -4.379 -2.521
H -0.203 -5.501 -4.315
C -3.004 -2.537 2.892
O -2.802 -3.238 1.732
H -2.111 -1.912 2.927
H -3.941 -1.990 2.990
H -3.003 -3.243 3.722
H -3.679 -3.616 1.643
C 5.106 2.609 -4.757
O 4.039 2.849 -5.699
H 5.841 3.413 -4.741
H 4.746 2.496 -3.734
H 5.620 1.678 -4.996
H 3.621 3.685 -5.478
C -5.920 0.701 -1.088
O -6.583 1.262 0.057
H -6.504 1.051 -1.940
H -4.920 1.131 -1.136
H -5.844 -0.380 -1.200
H -7.525 1.073 0.058
C 0.476 5.579 2.888
O -0.537 6.468 2.735
H 0.827 5.804 3.895
H 0.156 4.549 3.043
H 1.232 5.772 2.127
H -0.704 6.765 3.632
C 3.839 -2.988 4.179
O 2.506 -2.936 4.659
H 4.346 -3.914 3.906
H 4.076 -2.185 3.481
H 4.464 -2.620 4.992
H 1.971 -2.345 4.124
*
```

***

(2)
Here is the molecule C4H3NO2 from OMol25. Energies are from ωB97M-V with the def2-TZVPD basis set.

Calculated values
Molecular weight, g/mol: 97.073
Gap between HOMO and LUMO, eV: 10.15
Relative energy (zero: lowest compared OMol25 entry of this formula, charge and spin), kJ/mol: 44.3
Lowest unoccupied orbital energy, eV: -0.64

```
! wB97M-V def2-TZVPD RIJCOSX def2/J DEFGRID3
* xyz 0 1
H -0.983 -1.817 -1.877
N -0.392 -0.988 -1.949
C -0.127 -0.524 -0.811
C 0.603 0.726 -0.518
C 0.475 0.980 0.783
C -0.284 -0.145 1.398
O -0.639 -0.317 2.525
O -0.564 -1.052 0.388
H 1.094 1.303 -1.292
H 0.819 1.832 1.354
*
```

***

(3)
Here is a cluster of 2 separate species, C2H4NS in total in a non-equilibrium geometry from OMol25. Energies are from ωB97M-V with the def2-TZVPD basis set.

Calculated values
Molecular weight, g/mol: 74.128
Gap between HOMO and LUMO (alpha / beta), eV: 7.21 / 7.94
Relative energy (zero: lowest compared OMol25 entry of this formula, charge and spin), kJ/mol: 714.3
Lowest unoccupied orbital energy (alpha / beta), eV: -6.44 / -5.61

```
! wB97M-V def2-TZVPD RIJCOSX def2/J DEFGRID3
* xyz 1 1
C 0.102 -1.143 -0.244
C 1.661 0.410 0.294
N -1.145 -0.395 0.040
S 3.102 -0.287 -0.024
H -1.189 0.638 -0.004
H -1.520 -0.630 1.028
H -1.670 -0.703 -0.757
H 3.631 0.851 0.600
*
```

***

(4)
Here is a structure of composition C45H34BrN4OP2Ru from OMol25. Energies are from ωB97M-V with the def2-TZVPD basis set.

Calculated values
Molecular weight, g/mol: 889.716
Gap between HOMO and LUMO (alpha / beta), eV: 6.17 / 6.30
Relative energy (zero: lowest compared OMol25 entry of this formula, charge and spin), kJ/mol: 215.6
Lowest unoccupied orbital energy (alpha / beta), eV: -0.95 / -1.01

```
! wB97M-V def2-TZVPD RIJCOSX def2/J DEFGRID3
* xyz 0 2
Ru 0.567 -0.032 0.666
C 0.461 -0.265 -2.666
P -0.067 1.445 -2.301
C 1.363 2.521 -2.423
C 1.131 3.865 -2.119
C 2.174 4.771 -2.150
C 3.451 4.343 -2.493
C 3.682 3.012 -2.799
C 2.642 2.094 -2.759
C -1.297 1.987 -3.498
C -2.625 2.111 -3.094
C -3.584 2.511 -4.015
C -3.216 2.784 -5.324
C -1.888 2.672 -5.720
C -0.925 2.279 -4.808
C -0.377 -1.287 -1.966
C -1.235 -2.249 -2.616
C -1.771 -3.008 -1.637
C -1.251 -2.505 -0.383
C -1.551 -2.945 0.840
P -1.594 0.908 1.385
C -2.042 2.038 2.729
C -3.169 2.851 2.619
C -3.499 3.716 3.649
C -2.713 3.767 4.794
C -1.593 2.959 4.907
C -1.253 2.098 3.872
C -3.148 -0.033 1.163
C -3.699 -0.272 -0.091
C -4.805 -1.096 -0.234
C -5.367 -1.706 0.878
C -4.823 -1.478 2.135
C -3.726 -0.642 2.277
N -0.390 -1.424 -0.663
H 1.488 -0.354 -2.297
H 0.430 -0.422 -3.746
H 0.136 4.195 -1.842
H 1.994 5.807 -1.899
H 4.268 5.052 -2.514
H 4.675 2.671 -3.060
H 2.857 1.057 -2.972
H -2.896 1.933 -2.062
H -4.614 2.619 -3.705
H -3.964 3.098 -6.040
H -1.605 2.899 -6.739
H 0.116 2.212 -5.104
H -1.366 -2.332 -3.683
H -2.451 -3.840 -1.723
H -1.127 -2.491 1.724
H -2.239 -3.771 0.955
H -3.781 2.805 1.726
H -4.372 4.351 3.562
H -2.975 4.443 5.598
H -0.976 3.003 5.794
H -0.361 1.490 3.939
H -3.257 0.180 -0.969
H -5.222 -1.267 -1.219
H -6.229 -2.352 0.767
H -5.260 -1.944 3.009
H -3.315 -0.460 3.264
O 1.561 -2.067 5.539
C 1.496 -2.343 4.208
C 1.770 -3.601 3.689
C 1.665 -3.759 2.316
N 1.323 -2.789 1.478
C 1.058 -1.563 1.968
Br 1.634 1.905 1.736
C 1.132 -1.322 3.343
H 1.842 -2.855 6.016
H 2.060 -4.430 4.324
H 1.871 -4.729 1.873
H 0.945 -0.335 3.743
N -1.649 1.852 -0.109
C -0.578 1.308 -0.583
N 9.227 -1.652 -4.089
C 8.245 -1.485 -3.514
C 7.018 -1.277 -2.805
C 5.979 -2.200 -2.920
C 4.793 -1.994 -2.243
C 4.614 -0.862 -1.436
C 5.671 0.054 -1.322
C 6.858 -0.150 -1.996
C 3.379 -0.623 -0.771
C 2.308 -0.404 -0.234
H 6.111 -3.076 -3.540
H 3.987 -2.711 -2.320
H 5.541 0.919 -0.686
H 7.672 0.557 -1.902
*
```

***

(5)
Here is a structure of composition C20H25MoN4O8S from OMol25. Energies are from ωB97M-V with the def2-TZVPD basis set.

Calculated values
Molecular weight, g/mol: 577.447
Gap between HOMO and LUMO, eV: 6.13
Relative energy (zero: lowest compared OMol25 entry of this formula, charge and spin), kJ/mol: 24.0
Lowest unoccupied orbital energy, eV: -12.62

```
! wB97M-V def2-TZVPD RIJCOSX def2/J DEFGRID3
* xyz 3 1
Mo -0.866 -0.910 -0.553
O -1.102 -4.955 -0.634
C -0.585 -4.079 -0.122
O -0.791 -2.616 -0.891
C 0.273 -3.767 1.057
C 1.488 -2.906 0.604
C 2.575 -2.962 1.665
C 1.950 -2.120 2.807
C 0.633 -1.661 2.194
O 0.941 -1.561 0.761
C -0.381 -2.828 2.155
C -1.772 -2.371 1.818
O -2.843 -2.767 1.940
O -1.670 -0.981 1.010
H 0.560 -4.730 1.479
H 1.800 -3.059 -0.426
H 3.487 -2.507 1.285
H 2.811 -3.985 1.953
H 2.566 -1.260 3.057
H 1.790 -2.686 3.723
H 0.233 -0.716 2.552
H -0.478 -3.357 3.104
C 3.895 0.229 -0.660
C 3.330 0.957 -1.874
C 1.996 1.690 -1.585
C 1.493 2.411 -2.874
C 0.159 3.129 -2.707
C 2.213 2.739 -0.490
O 3.027 3.599 -0.604
N 1.447 2.639 0.697
C 0.476 1.731 0.975
O -0.134 1.624 2.006
N 0.218 0.830 -0.092
C 0.963 0.732 -1.172
O 0.601 -0.349 -1.822
H 4.823 -0.273 -0.925
H 3.197 -0.531 -0.291
H 4.121 0.919 0.155
H 3.164 0.268 -2.703
H 4.027 1.719 -2.222
H 1.437 1.670 -3.673
H 2.280 3.117 -3.139
H -0.653 2.424 -2.488
H -0.104 3.643 -3.630
H 0.197 3.883 -1.918
H 1.668 3.322 1.417
C -2.876 2.614 0.100
N -3.905 1.574 -0.004
C -5.124 1.619 0.633
C -5.807 0.498 0.289
N -4.988 -0.214 -0.549
C -3.837 0.447 -0.719
S -2.572 -0.044 -1.838
H -3.369 3.573 0.235
H -2.295 2.645 -0.819
H -2.235 2.413 0.958
H -5.407 2.443 1.265
H -6.796 0.165 0.557
H -5.246 -1.070 -1.024
*
```

***

(6)
Here is a structure of composition C39H60OP3PtSi from OMol25. Energies are from ωB97M-V with the def2-TZVPD basis set.

Calculated values
Molecular weight, g/mol: 860.994
Gap between HOMO and LUMO (alpha / beta), eV: 4.64 / 4.64
Relative energy (zero: lowest compared OMol25 entry of this formula, charge and spin), kJ/mol: 0.0
Lowest unoccupied orbital energy (alpha / beta), eV: 2.59 / 2.59

```
! wB97M-V def2-TZVPD RIJCOSX def2/J DEFGRID3
* xyz -1 1
Pt 1.158 -0.446 -0.362
C 2.446 3.125 -3.133
C 2.214 1.666 -3.579
C 3.491 0.849 -3.341
P 0.772 0.706 -2.814
C 0.075 0.097 -4.455
C -1.305 -0.535 -4.295
C 1.032 -0.914 -5.089
C -0.529 1.988 -2.469
C -0.779 3.016 -3.380
C -1.755 3.976 -3.150
C -2.497 3.906 -1.982
C -2.273 2.871 -1.082
C -1.306 1.873 -1.304
Si -1.026 0.359 -0.114
C -2.125 0.812 1.455
C -3.527 0.799 1.295
C -4.428 1.079 2.307
C -3.953 1.387 3.569
C -2.584 1.411 3.773
C -1.657 1.146 2.754
P 0.151 1.237 3.160
C 0.324 0.100 4.645
C -0.193 -1.278 4.220
C -0.196 0.453 6.040
C 0.353 2.988 3.806
C 1.741 3.067 4.446
C -0.687 3.710 4.667
C -2.117 -0.981 -1.047
C -3.382 -0.755 -1.614
C -4.092 -1.739 -2.286
C -3.535 -2.999 -2.441
C -2.259 -3.237 -1.944
C -1.545 -2.247 -1.264
P 0.210 -2.489 -0.705
C -0.064 -3.354 0.931
C -0.949 -4.598 1.020
C 1.260 -3.555 1.669
C 0.843 -3.744 -1.976
C 0.647 -5.237 -1.701
C 2.330 -3.496 -2.246
H 2.725 3.744 -3.991
H 3.268 3.178 -2.417
H 1.576 3.590 -2.671
H 2.012 1.673 -4.653
H 3.688 0.771 -2.269
H 4.348 1.326 -3.833
H 3.406 -0.174 -3.711
H -0.016 0.970 -5.113
H -1.261 -1.412 -3.646
H -1.688 -0.855 -5.271
H -2.025 0.158 -3.856
H 1.211 -1.751 -4.406
H 2.000 -0.475 -5.339
H 0.602 -1.316 -6.012
H -0.184 3.082 -4.287
H -1.927 4.769 -3.869
H -3.256 4.652 -1.775
H -2.866 2.844 -0.175
H -3.942 0.533 0.335
H -5.494 1.050 2.110
H -4.634 1.612 4.383
H -2.221 1.659 4.759
H 1.413 0.021 4.716
H -1.286 -1.284 4.170
H 0.123 -2.048 4.931
H 0.184 -1.551 3.230
H -1.286 0.457 6.084
H 0.167 1.419 6.393
H 0.148 -0.305 6.753
H 0.397 3.547 2.863
H 1.741 2.617 5.443
H 2.065 4.107 4.553
H 2.481 2.536 3.846
H -0.814 3.253 5.651
H -1.659 3.746 4.178
H -0.363 4.745 4.828
H -3.812 0.243 -1.590
H -5.068 -1.517 -2.706
H -4.073 -3.780 -2.967
H -1.798 -4.199 -2.133
H -0.603 -2.544 1.433
H -0.406 -5.504 0.750
H -1.838 -4.526 0.391
H -1.291 -4.722 2.053
H 1.833 -4.378 1.227
H 1.081 -3.803 2.723
H 1.865 -2.648 1.612
H 0.290 -3.479 -2.885
H 1.209 -5.541 -0.815
H 1.033 -5.822 -2.544
H -0.393 -5.525 -1.552
H 2.937 -3.871 -1.416
H 2.546 -2.431 -2.330
H 2.641 -4.013 -3.163
C 4.536 1.116 1.766
O 3.585 0.264 1.124
C 2.600 0.730 0.301
C 2.511 2.235 0.256
H 5.178 1.610 1.035
H 5.150 0.463 2.384
H 4.077 1.872 2.403
H 3.425 2.801 0.447
H 1.760 2.544 0.991
H 2.109 2.521 -0.710
*
```

***

(7)
Here is the molecule C3H3NO2S2 in a non-equilibrium geometry from OMol25. Energies are from ωB97M-V with the def2-TZVPD basis set.

Calculated values
Molecular weight, g/mol: 149.196
Gap between HOMO and LUMO, eV: 9.04
Relative energy (zero: lowest compared OMol25 entry of this formula, charge and spin), kJ/mol: 381.6
Lowest unoccupied orbital energy, eV: -0.37

```
! wB97M-V def2-TZVPD RIJCOSX def2/J DEFGRID3
* xyz 0 1
O 0.858 -2.969 -0.767
C 0.553 -1.815 -0.604
C -0.016 -0.678 -1.490
C 0.092 0.469 -0.798
S -0.556 2.032 -0.852
N 0.469 0.270 0.605
S -0.708 0.495 1.891
O 0.919 -1.147 0.624
H -0.144 -0.909 -2.566
H -0.969 1.770 -2.255
H 0.064 1.883 2.462
*
```

***

(8)
Here is a structure of composition C33H42N5PdSSb in a non-equilibrium geometry from OMol25. Energies are from ωB97M-V with the def2-TZVPD basis set.

Calculated values
Molecular weight, g/mol: 768.981
Gap between HOMO and LUMO (alpha / beta), eV: 6.22 / 3.57
Relative energy (zero: lowest compared OMol25 entry of this formula, charge and spin), kJ/mol: 416.9
Lowest unoccupied orbital energy (alpha / beta), eV: -6.21 / -9.34

```
! wB97M-V def2-TZVPD RIJCOSX def2/J DEFGRID3
* xyz 2 5
Pd 0.154 0.215 -0.495
N 0.683 1.844 3.321
C 0.396 0.962 4.369
C 0.534 1.386 5.700
C 0.253 0.520 6.758
C -0.170 -0.780 6.498
C -0.310 -1.211 5.179
C -0.028 -0.345 4.113
S -0.220 -0.937 2.449
N 0.200 0.358 1.494
C 0.572 1.502 1.984
C 0.909 2.539 0.928
C 1.329 3.831 1.227
C 1.611 4.699 0.172
C 1.467 4.255 -1.138
C 1.044 2.954 -1.343
N 0.764 2.093 -0.344
H 0.982 2.764 3.597
H 0.863 2.397 5.926
H 0.363 0.860 7.785
H -0.390 -1.459 7.318
H -0.640 -2.229 4.984
H 1.446 4.190 2.239
H 1.941 5.715 0.369
H 1.679 4.907 -1.978
H 0.914 2.555 -2.345
C 3.006 1.469 -0.477
N 2.182 0.256 -0.495
C 2.866 -0.824 -0.484
C 2.027 -1.941 -0.497
C 2.286 -3.285 -0.512
C 1.035 -3.892 -0.522
C 0.113 -2.864 -0.512
N 0.725 -1.675 -0.495
C 3.772 1.708 -1.759
C 3.125 1.613 -2.999
C 3.825 1.846 -4.184
C 5.176 2.183 -4.140
C 5.828 2.291 -2.913
C 5.129 2.058 -1.726
H 3.688 1.440 0.383
H 2.348 2.330 -0.311
H 3.959 -0.956 -0.466
H 3.251 -3.773 -0.517
H 0.821 -4.953 -0.536
H -0.967 -2.959 -0.516
H 2.069 1.351 -3.039
H 3.312 1.767 -5.139
H 5.720 2.368 -5.063
H 6.879 2.563 -2.879
H 5.650 2.156 -0.777
C -3.055 -4.322 -0.726
C -3.554 -2.988 -0.175
C -3.857 -3.131 1.316
Sb -2.064 -1.397 -0.495
C -2.120 -1.408 -2.683
C -1.855 -0.007 -3.235
C -1.046 -2.368 -3.207
C -3.328 0.358 -0.123
C -3.297 0.726 1.361
C -4.758 0.163 -0.616
H -3.803 -5.121 -0.537
H -2.091 -4.606 -0.252
H -2.927 -4.253 -1.822
H -4.490 -2.731 -0.712
H -2.932 -3.378 1.878
H -4.607 -3.934 1.481
H -4.283 -2.193 1.713
H -3.125 -1.739 -3.019
H -0.868 0.369 -2.889
H -2.645 0.693 -2.904
H -1.866 -0.025 -4.346
H -0.039 -2.030 -2.881
H -1.069 -2.405 -4.317
H -1.196 -3.393 -2.826
H -2.868 1.207 -0.671
H -3.728 -0.076 1.989
H -3.874 1.660 1.538
H -2.248 0.898 1.681
H -5.261 -0.648 -0.052
H -4.758 -0.089 -1.696
H -5.342 1.097 -0.472
H -1.215 1.209 -0.495
*
```